Computed, not measured: C28H56NO21S2 as an isolated structure, with ωB97M-V with the def2-TZVPD basis set.

Geometry as XYZ:
```
108
Properties=species:S:1:pos:R:3:forces:R:3:lowdin_charge:R:1
C -0.311450 5.768204 -3.019702 -0.2 0.1 -0.3 0.02
C 1.084525 6.183472 -3.382512 0.2 0.2 -0.1 -0.54
O 1.669254 7.091893 -2.867621 0.1 0.0 0.2 0.13
O 1.634282 5.430541 -4.376880 -0.3 -0.4 0.2 -0.04
C 2.887673 4.782190 -4.080487 0.4 0.2 -0.1 -0.16
C 2.639858 3.362717 -3.589477 -0.2 0.3 0.3 -0.16
C 2.581817 3.253785 -2.051236 0.2 -0.2 -0.4 -0.20
C 3.924026 2.809692 -1.476921 -0.1 -0.1 -0.1 -0.21
C 4.022266 2.709366 0.045550 0.1 0.3 0.0 -0.22
C 3.472645 3.901003 0.837154 -0.2 -0.2 0.1 -0.26
S 4.767337 4.935541 1.464134 -0.3 -0.2 0.0 0.46
O 4.145856 6.090188 2.077641 0.0 0.1 0.1 -0.35
O 5.633996 5.227498 0.338552 0.2 0.1 -0.2 -0.35
N 5.421488 3.915670 2.491935 0.2 0.5 0.1 -0.37
S 6.512549 4.506379 3.487789 -0.2 -0.4 -0.2 0.50
O 7.661054 3.631414 3.479852 0.3 0.0 0.2 -0.40
O 5.971743 4.857103 4.773879 -0.1 0.1 0.2 -0.38
H -0.266605 5.233880 -2.071337 0.0 0.0 0.0 0.09
H -0.938771 6.646958 -2.895638 0.0 0.0 0.1 0.09
H -0.740990 5.112572 -3.771613 0.0 -0.1 0.0 0.07
H 3.439481 5.375102 -3.348273 0.0 0.0 0.0 0.13
H 3.468525 4.797227 -5.000369 -0.1 0.0 -0.1 0.12
H 3.422579 2.712047 -3.980989 0.0 -0.1 0.0 0.11
H 1.675762 3.057586 -3.998856 0.1 -0.2 -0.2 0.10
H 2.287220 4.226352 -1.655655 -0.2 0.0 0.1 0.09
H 1.830800 2.506304 -1.785695 -0.2 0.1 0.2 0.11
H 4.729191 3.435828 -1.868883 0.0 0.2 0.1 0.12
H 4.100443 1.806430 -1.878700 0.2 0.0 0.0 0.11
H 5.079123 2.629442 0.298149 0.0 -0.2 0.1 0.10
H 3.561523 1.785873 0.397431 -0.1 0.0 0.0 0.10
H 2.832147 4.576144 0.271949 0.0 0.0 -0.1 0.08
H 2.910047 3.574093 1.708833 0.0 0.0 0.1 0.10
H 6.903344 5.667876 2.921532 0.0 0.1 -0.1 0.06
C -0.849467 -2.266749 -2.426510 0.1 0.0 -0.1 -0.06
C -1.868472 -1.169841 -2.223931 -0.1 -0.2 0.1 -0.20
O -1.425062 0.082562 -2.773115 0.0 0.1 0.1 0.04
C -1.454571 0.203739 -4.094516 0.2 -0.1 0.0 -0.61
O -1.858899 -0.610316 -4.887865 -0.1 0.0 0.0 0.11
O -0.935075 1.389731 -4.397608 -0.1 0.1 0.0 0.00
C -0.792006 1.668199 -5.790387 0.2 0.1 -0.2 -0.04
H 0.114190 -1.965702 -2.014892 0.0 0.0 0.1 0.08
H -1.174178 -3.171600 -1.912768 0.0 0.0 0.0 0.08
H -0.716026 -2.496732 -3.482646 -0.1 0.0 0.0 0.08
H -1.999100 -0.960574 -1.163986 0.0 0.0 0.0 0.12
H -2.842416 -1.431455 -2.638553 0.0 0.0 -0.1 0.11
H -1.732979 1.587934 -6.330826 -0.1 -0.1 0.1 0.09
H -0.062118 0.993146 -6.234899 0.0 0.0 0.0 0.10
H -0.421228 2.687835 -5.843864 0.0 0.0 0.0 0.09
C -1.334604 -5.099668 3.644297 -0.1 0.2 0.0 -0.06
C -0.248792 -5.354062 2.622230 0.0 -0.2 0.1 -0.20
O -0.172389 -4.307055 1.636765 0.0 0.0 0.0 0.04
C 0.363677 -3.164976 2.063295 -0.2 0.0 -0.1 -0.62
O 0.801390 -2.951322 3.163637 -0.7 0.0 0.0 0.09
O 0.332065 -2.290186 1.057212 0.0 0.0 0.0 0.00
C 0.798859 -0.980026 1.404428 0.0 0.3 0.0 -0.01
H -2.298468 -4.960960 3.152728 0.0 -0.1 0.0 0.08
H -1.410114 -5.946526 4.326769 0.0 0.0 0.0 0.08
H -1.121725 -4.206774 4.228481 0.0 0.0 0.0 0.07
H -0.460680 -6.250454 2.042773 0.0 0.0 -0.1 0.12
H 0.725447 -5.475493 3.095771 0.0 0.1 0.0 0.12
H 1.794575 -1.016308 1.836867 -0.2 0.1 -0.2 0.07
H 0.113357 -0.511179 2.108850 0.0 0.0 0.1 0.09
H 0.821839 -0.401053 0.485783 0.0 -0.1 -0.1 0.10
C -7.357402 -2.218838 5.750992 0.1 0.0 -0.1 -0.07
C -6.084443 -2.148378 6.565411 -0.1 0.0 0.2 -0.21
O -4.915140 -2.411234 5.772276 0.0 0.0 -0.1 0.03
C -4.530173 -1.412790 4.977365 0.1 0.0 0.1 -0.61
O -5.046455 -0.328394 4.899348 0.0 0.0 0.0 0.12
O -3.464517 -1.819098 4.290119 0.0 0.0 0.0 0.00
C -2.968498 -0.862836 3.347126 0.1 0.0 -0.1 -0.02
H -7.438274 -3.187173 5.255611 0.0 0.0 0.0 0.08
H -8.220341 -2.088459 6.404554 0.0 0.0 0.0 0.08
H -7.379278 -1.439240 4.991879 0.0 0.0 0.0 0.07
H -6.071688 -2.926410 7.326217 0.1 0.0 0.0 0.12
H -5.975496 -1.182898 7.058825 0.0 0.0 -0.1 0.12
H -2.756173 0.089044 3.827816 0.0 0.0 0.0 0.10
H -3.690370 -0.720807 2.544257 0.0 0.1 0.0 0.10
H -2.054753 -1.290147 2.943910 0.0 -0.1 0.1 0.08
C -5.219444 -0.932127 -5.169669 -0.2 0.0 0.1 -0.06
C -4.782147 -2.352329 -4.894923 0.2 0.1 -0.2 -0.20
O -5.598060 -2.984773 -3.887489 0.0 0.0 0.1 0.04
C -6.806830 -3.366863 -4.279830 0.1 -0.1 0.0 -0.62
O -7.262427 -3.282305 -5.391536 0.0 0.0 0.0 0.12
O -7.439555 -3.891072 -3.226032 0.0 0.0 0.0 0.00
C -8.777365 -4.315437 -3.494061 0.0 0.0 0.0 -0.04
H -5.220863 -0.350210 -4.246226 0.1 0.0 0.0 0.08
H -4.529265 -0.466312 -5.871829 0.0 0.0 0.0 0.08
H -6.223157 -0.900683 -5.591292 0.0 0.0 0.0 0.07
H -3.775859 -2.360820 -4.484388 0.0 -0.1 0.0 0.10
H -4.784568 -2.959725 -5.799467 -0.1 0.0 0.0 0.13
H -8.801761 -5.016104 -4.325916 0.0 0.0 0.0 0.09
H -9.409940 -3.458847 -3.721531 0.0 0.0 0.0 0.10
H -9.120221 -4.799892 -2.584850 0.0 0.0 0.0 0.09
C 7.273784 0.565547 3.446193 -0.2 -0.2 0.1 -0.07
C 7.586579 -0.765699 2.807471 0.2 0.1 -0.1 -0.20
O 6.647935 -1.803827 3.185928 0.1 0.1 0.0 0.04
C 5.463387 -1.768251 2.598269 -0.1 -0.2 0.1 -0.61
O 5.101503 -1.024597 1.724357 0.0 0.1 -0.1 0.12
O 4.708056 -2.741452 3.136990 0.2 0.1 -0.1 0.01
C 3.370137 -2.779208 2.646541 0.3 -0.1 0.2 -0.06
H 7.221558 0.460450 4.531103 0.1 0.0 0.0 0.09
H 8.041718 1.296472 3.207761 0.0 0.0 0.0 0.06
H 6.325130 0.967668 3.094582 0.0 0.0 -0.1 0.07
H 8.543353 -1.148542 3.159468 0.0 -0.1 0.0 0.12
H 7.624463 -0.697876 1.720114 -0.1 0.0 0.0 0.12
H 3.354647 -2.854705 1.560201 0.0 0.0 -0.1 0.11
H 2.828614 -1.886429 2.955661 0.3 -0.3 0.2 0.08
H 2.913833 -3.658896 3.091640 0.2 0.1 0.0 0.09
```
Forces are in eV/Å.

Calculated values
Net charge = -1
Spin multiplicity = 1
Lowest unoccupied orbital energy = 1.66 eV
Total energy = -3531.7771 hartree
M = 806.88 g/mol